Entry from OMol25: a cluster of 2 separate species, CH6N2S in total (ωB97M-V with the def2-TZVPD basis set).

Structure (XYZ):
```
10
Properties=species:S:1:pos:R:3
C -1.335 -0.567 -0.041
N 2.219 1.855 -0.261
N -0.243 -0.436 0.845
S 0.768 2.075 0.456
H -2.240 -0.001 0.217
H -1.021 -0.311 -1.056
H -1.606 -1.636 -0.064
H 2.243 1.611 -1.239
H 2.979 1.492 0.296
H -0.548 -0.194 1.786
```

Output
ΔE to the lowest compared entry with this formula, charge and spin, kJ/mol: 314.5
LUMO, eV: -1.2
Spin multiplicity: 1
Gap between HOMO and LUMO, eV: 6.72
Molar mass, g/mol: 78.140
Electronic energy, eV: -14946.328
Highest occupied orbital energy, eV: -7.87